Record 1
The following is a DFT calculation (ωB97M-V/def2-TZVPD) of C8H11ClNOP in the gas phase.

Energy above the lowest of the compared OMol25 structures with the same formula, charge and spin ... 0.0 kJ/mol
Spin multiplicity ... 1
Frontier orbital gap ... 9.8294 eV
SMILES ... CN(C)[P@@](=O)(Cl)c1ccccc1

Each line ends with the natural charge from an NBO analysis.
Element x y z (Å)
C -2.769 1.585 0.477  -0.41
N -1.535 0.921 0.081  -0.76
C -1.546 0.256 -1.160  -0.42
P 0.012 1.541 0.726  2.01
O 0.655 2.749 0.244  -1.06
Cl -0.410 1.573 2.663  -0.27
C 1.076 0.108 0.507  -0.46
C 0.431 -1.116 0.753  -0.20
C 1.061 -2.284 0.331  -0.21
C 2.239 -2.207 -0.459  -0.20
C 2.830 -1.048 -0.648  -0.22
C 2.311 0.129 -0.095  -0.16
H -3.514 0.909 -0.074  0.20
H -2.872 1.501 1.561  0.21
H -2.907 2.572 0.102  0.19
H -0.556 -0.071 -1.368  0.22
H -2.135 -0.671 -0.972  0.20
H -1.781 0.890 -2.093  0.19
H -0.474 -1.070 1.355  0.24
H 0.532 -3.298 0.578  0.22
H 2.664 -3.097 -1.074  0.22
H 3.740 -0.911 -1.187  0.22
H 2.949 1.038 -0.251  0.24

---

Record 2
The following is a DFT calculation (ωB97M-V/def2-TZVPD) of 6 unconnected molecules or ions with the total composition C31H54F3N9O6P.

Spin multiplicity ... 1
Frontier orbital gap ... 4.6848 eV
Net charge ... +1

Each line ends with the Mulliken charge.
Element x y z (Å)
C -1.507 1.313 2.557  0.12
C -1.392 0.433 1.719  -0.68
C -1.290 -0.804 0.756  -0.34
C 0.035 -0.754 -0.117  0.29
N 1.088 -1.548 0.233  0.56
N 2.298 -1.674 -0.289  -1.06
C 2.413 -0.826 -1.342  -0.01
C 3.856 -0.907 -2.033  0.93
F 4.770 -1.560 -1.180  -0.29
F 4.408 0.333 -2.287  -0.16
F 3.790 -1.733 -3.165  -0.23
C 1.430 0.112 -1.969  0.88
C 1.666 1.065 -3.203  -0.10
C 2.084 0.350 -4.562  -0.18
C 1.892 1.456 -5.739  -0.94
C 1.085 0.904 -6.990  -0.77
N -0.381 1.172 -6.889  0.28
C -1.147 0.355 -7.765  -0.37
C -2.552 0.781 -7.473  -0.57
C -2.549 1.866 -6.399  -0.78
C -1.097 2.078 -6.078  -0.08
C 0.072 0.163 -1.291  -0.56
P -1.427 1.197 -1.767  0.30
N -0.977 2.869 -2.035  -0.52
O -1.948 0.562 -3.273  -0.36
H -1.600 2.077 3.363  0.41
H -1.188 -1.713 1.436  0.44
H -2.211 -0.856 0.087  0.00
H 0.933 -2.169 1.050  0.33
H 0.716 1.658 -3.419  0.19
H 2.461 1.844 -2.965  -0.15
H 1.482 -0.564 -4.834  0.39
H 3.202 0.175 -4.519  0.18
H 2.929 1.728 -6.135  0.43
H 1.479 2.412 -5.297  0.33
H 1.315 -0.176 -7.252  0.40
H 1.443 1.515 -7.891  0.28
H -0.710 -0.387 -8.481  0.40
H -3.422 0.310 -8.008  0.34
H -3.423 2.396 -5.940  0.37
H -0.620 2.797 -5.363  0.42
H -1.840 3.435 -2.006  0.30
H -0.337 3.196 -1.299  0.24
H -2.697 -0.021 -3.001  0.30
C 5.296 3.917 -3.034  -1.30
C 4.050 4.746 -3.200  0.83
O 3.420 4.771 -4.248  -0.65
N 3.630 5.482 -2.134  -0.18
C 4.238 5.580 -0.822  -0.84
H 5.506 3.387 -3.962  0.28
H 6.147 4.560 -2.802  0.44
H 5.151 3.181 -2.240  0.32
H 2.790 6.012 -2.317  0.24
H 3.507 5.255 -0.078  0.25
H 4.493 6.626 -0.638  0.30
H 5.133 4.971 -0.737  0.33
C -0.099 -0.870 7.118  -1.15
C 0.244 -0.294 5.772  0.61
O -0.364 -0.604 4.750  -0.59
N 1.266 0.600 5.709  -0.10
C 2.093 1.086 6.796  -0.54
H -0.932 -1.566 7.013  0.30
H 0.757 -1.413 7.522  0.36
H -0.396 -0.076 7.800  0.31
H 1.443 0.946 4.777  0.22
H 1.987 2.171 6.851  0.28
H 3.134 0.840 6.574  0.28
H 1.815 0.648 7.752  0.11
C -0.288 1.452 11.509  -1.35
C 0.304 0.239 10.843  0.73
O 0.569 0.215 9.644  -0.61
N 0.546 -0.852 11.613  -0.16
C 0.304 -1.014 13.033  -0.87
H -0.424 2.241 10.770  0.27
H -1.263 1.207 11.936  0.38
H 0.384 1.819 12.286  0.39
H 0.943 -1.627 11.102  0.22
H 1.253 -1.244 13.521  0.30
H -0.382 -1.852 13.172  0.29
H -0.124 -0.121 13.482  0.35
C -0.995 -5.272 -7.123  -1.43
C -0.601 -3.854 -6.804  0.95
O 0.180 -3.222 -7.501  -0.62
N -1.144 -3.276 -5.697  0.01
C -2.079 -3.857 -4.755  -0.93
H -0.484 -5.594 -8.029  0.30
H -0.704 -5.935 -6.306  0.38
H -2.072 -5.332 -7.293  0.36
H -0.836 -2.326 -5.545  0.03
H -2.982 -3.243 -4.743  0.27
H -1.623 -3.841 -3.762  0.27
H -2.342 -4.879 -5.014  0.40
C -4.500 -1.627 1.999  -1.14
C -4.589 -2.487 0.768  0.83
O -3.947 -2.239 -0.251  -0.63
N -5.408 -3.566 0.807  -0.20
C -6.238 -4.018 1.907  -0.86
H -3.809 -0.805 1.817  -0.02
H -5.479 -1.208 2.236  0.46
H -4.126 -2.215 2.840  0.39
H -5.418 -4.096 -0.053  0.25
H -5.934 -5.032 2.173  0.29
H -7.276 -4.033 1.571  0.30
H -6.151 -3.376 2.778  0.34

---

Record 3
The following is a DFT calculation (ωB97M-V/def2-TZVPD) of a molecular structure, C4H12NPdS3Sb.

Energy above the lowest of the compared OMol25 structures with the same formula, charge and spin ... 11.9 kJ/mol
Spin multiplicity ... 4
Frontier orbital gap (alpha / beta) ... 6.4396 / 6.2338 eV
Net charge ... -1
<S²> ... 3.768

Each line ends with the natural charge from an NBO analysis.
Element x y z (Å)
Pd -1.240 -0.888 0.050  0.66
S -4.886 -2.590 2.240  -0.82
Sb -2.690 -2.867 1.738  1.03
S -1.297 -1.111 2.457  -0.77
S -2.231 -3.015 -0.554  -0.76
N -2.600 1.149 -0.902  -1.08
H -3.062 1.580 -0.112  0.38
H -3.308 0.765 -1.515  0.38
H -2.071 1.851 -1.401  0.37
C 3.096 0.173 -0.317  -0.60
C 1.658 0.135 0.201  -0.27
C 1.114 1.554 0.334  -0.60
C 0.761 -0.717 -0.677  -0.64
H 3.747 0.761 0.338  0.19
H 3.133 0.626 -1.314  0.19
H 3.518 -0.831 -0.400  0.20
H 1.667 -0.314 1.201  0.21
H 1.031 2.019 -0.656  0.18
H 1.764 2.188 0.944  0.19
H 0.120 1.562 0.786  0.21
H 1.112 -1.746 -0.758  0.19
H 0.664 -0.282 -1.682  0.16

---

What did we get for largest force on an atom? Answer: 4.7, 5.6, 0.9 eV/Å, in the order shown.